Entry 1:
96
Properties=species:S:1:pos:R:3:forces:R:3:mulliken_charge:R:1 method="wB97M-V/def2-TZVPD" multiplicity=1 e_tot_ha=-3115.76188 max_force_ev_per_a=4.71 charge=-1
P -0.2648 -0.8140 0.6379 0.041 0.855 0.511 1.59
F 0.2156 -1.3677 -0.8182 0.015 0.203 0.172 -0.49
F 0.7602 -1.7517 1.4185 0.267 -0.734 -0.285 -0.34
F 0.9434 0.3352 0.5876 -1.286 -0.202 -0.442 -0.35
F -0.7420 -0.2210 2.0797 -0.128 0.276 -0.188 -0.53
F -1.3882 0.1431 -0.0840 0.976 0.360 -0.046 -0.25
F -1.4005 -1.9461 0.6979 -0.076 -0.545 0.112 -0.44
C -1.1831 6.2634 -2.8264 0.057 0.370 1.229 -0.78
O -0.4860 5.1049 -3.1189 1.079 -0.582 0.496 -0.39
C -0.1057 4.4451 -1.9073 -0.454 -1.330 0.448 -0.46
C -0.2752 2.9746 -2.2424 0.483 -0.656 0.884 0.10
N 0.5680 2.6068 -3.3526 0.638 -1.309 0.363 0.15
C 0.4807 1.2017 -3.7570 0.470 0.431 0.159 -1.00
C -0.8679 0.8154 -4.3907 0.824 0.131 0.571 -0.73
O -1.2616 1.6933 -5.4137 -0.149 -0.279 -1.339 -0.37
C -0.4802 1.6655 -6.6141 0.549 1.981 0.183 -0.74
H -0.5106 6.9646 -2.2873 -0.562 -0.002 -0.194 0.27
H -2.0097 5.9546 -2.1701 -0.144 0.699 -0.064 0.33
H -1.5509 6.7045 -3.7311 -0.170 0.245 -0.509 0.28
H -0.7795 4.6458 -1.0473 0.086 0.338 -0.749 0.25
H 0.8988 4.6365 -1.4972 0.021 0.453 -0.722 0.27
H -1.3484 2.8521 -2.4274 -0.038 -0.344 0.026 0.35
H 0.0732 2.2737 -1.4096 -0.773 1.073 -0.661 -0.12
H 0.4228 3.0800 -4.2087 -0.572 1.362 -0.492 0.23
H 0.5933 0.5571 -2.8782 0.212 -0.042 -0.026 0.32
H 1.3729 1.1042 -4.4158 -0.710 -0.615 0.080 0.47
H -1.6345 0.8836 -3.6014 0.137 -0.166 -0.484 0.22
H -0.7679 -0.2178 -4.7323 -0.324 -0.161 -0.158 0.52
H 0.4868 2.1973 -6.4147 -0.363 -0.659 -0.172 0.27
H -0.9629 2.3394 -7.3693 -0.009 -0.780 0.746 0.26
H -0.2584 0.7055 -7.0959 -0.355 -0.186 0.527 0.31
C 2.4332 0.9833 4.4367 -0.446 1.046 -0.431 -1.13
C 2.4341 -0.4534 3.9331 1.861 1.204 -0.283 0.46
O 3.8440 -0.8425 3.8573 -0.985 -0.519 -0.538 -0.58
H 2.8561 0.9965 5.4679 -0.424 0.256 -0.604 0.37
H 1.4400 1.4832 4.3903 0.304 -0.684 0.513 0.31
H 3.0192 1.6755 3.7836 0.054 -0.879 0.464 0.27
H 2.0876 -0.5867 2.9316 -0.437 0.196 -0.544 -0.23
H 1.8770 -1.0939 4.5723 -0.403 -0.713 0.642 0.23
H 4.1947 -0.7363 4.7314 0.411 -0.001 0.675 0.29
C 2.7340 -4.4963 2.5660 -1.343 0.767 -0.175 0.51
O 1.8342 -4.1606 3.3381 -0.043 -0.556 0.626 -0.70
N 3.4004 -3.5118 1.9171 1.209 1.567 0.816 -0.18
N 2.9959 -5.7711 2.2574 0.748 -1.511 -1.058 -0.45
H 3.4053 -2.7420 2.5989 0.198 0.222 -0.984 0.09
H 4.2104 -3.5554 1.2807 -0.886 -0.691 0.671 0.21
H 2.2335 -6.4384 2.2835 0.151 0.350 0.253 0.25
H 3.5828 -5.8573 1.4331 -0.141 -0.183 0.016 0.29
C 2.9655 -4.2696 -1.3579 1.675 -0.790 0.937 0.62
O 3.8354 -4.7700 -0.6199 -0.005 -0.003 -0.531 -0.73
N 1.8456 -3.8126 -0.8710 -1.323 0.047 1.253 -0.18
N 3.1336 -4.2199 -2.6903 1.203 0.443 -2.520 -0.51
H 1.8228 -3.8401 0.1347 -0.400 0.429 0.122 0.12
H 1.1796 -3.2733 -1.3721 -0.377 0.419 -0.133 0.18
H 4.1177 -4.2294 -2.9710 -0.654 -0.263 0.256 0.26
H 2.5866 -3.6113 -3.2991 0.003 -0.277 0.693 0.22
C -1.5933 -5.3393 4.3896 1.238 -0.545 -2.026 0.55
O -2.6092 -4.8966 4.8059 -2.709 1.465 0.861 -0.61
N -1.0386 -5.0674 3.1642 1.557 2.208 -0.337 -0.47
N -0.9562 -6.3314 5.0376 0.175 -1.357 2.450 -0.54
H 0.0101 -5.0983 3.2495 -1.138 0.065 -0.445 0.22
H -1.2581 -4.0742 2.9328 0.074 -1.116 -0.169 0.26
H -1.4171 -6.3528 5.9518 0.648 -0.486 -0.229 0.25
H 0.0460 -6.2990 5.0993 0.225 -0.002 -0.162 0.28
C -5.3348 1.8476 4.0790 -0.079 0.149 -0.186 0.51
O -6.2767 2.5875 4.3392 0.709 -0.447 -0.089 -0.64
N -5.4137 0.4773 4.2630 0.527 1.490 -0.068 -0.36
N -4.1481 2.2627 3.5157 0.447 -1.572 -0.145 -0.29
H -4.6999 -0.1958 4.0585 -0.055 0.036 -0.125 0.19
H -6.3371 0.2296 4.4769 -0.990 -0.913 0.323 0.21
H -3.7718 3.1682 3.5856 -0.336 1.293 0.377 0.25
H -3.4028 1.5808 3.4904 -0.134 -0.051 -0.086 0.14
C -4.5373 -1.7166 -2.4832 -0.237 -1.524 4.449 0.48
O -4.3445 -0.7544 -3.1305 0.205 1.697 -2.211 -0.52
N -4.2653 -1.6856 -1.0607 0.432 0.886 -2.541 -0.48
N -5.1750 -2.8929 -2.8135 -0.771 -0.956 -1.466 -0.51
H -3.3903 -1.1831 -0.9818 0.029 0.083 0.761 0.23
H -4.2782 -2.5556 -0.5887 0.095 -0.798 0.416 0.28
H -5.5434 -2.9743 -3.7496 -0.013 0.710 -0.195 0.25
H -4.6988 -3.7634 -2.6692 0.384 -0.039 0.856 0.24
C 4.3241 2.5610 -2.1871 -0.613 1.197 -0.513 0.43
O 5.4701 2.7927 -1.9773 3.427 0.161 0.800 -0.68
N 3.6689 1.5058 -1.7302 -0.509 -3.382 0.842 -0.21
N 3.5699 3.3881 -2.9046 -1.446 2.966 -1.546 -0.43
H 4.3452 0.7859 -1.4254 -1.055 0.456 -0.160 0.23
H 2.8672 1.1850 -2.2806 0.455 0.110 0.554 0.12
H 3.9255 4.3405 -3.0619 0.108 -1.058 0.206 0.25
H 2.5744 3.4038 -2.7449 -0.364 -0.451 -0.278 0.25
C -0.8200 4.3108 1.4098 3.812 -0.109 -1.325 0.40
O -1.0722 5.4838 1.2712 -1.306 1.100 0.702 -0.68
N 0.5120 3.9203 1.3298 0.421 0.442 0.255 -0.24
N -1.6207 3.2746 1.4674 -2.824 -2.211 0.379 -0.20
H 1.1952 4.6471 1.4498 -0.100 -0.005 -0.176 0.20
H 0.8523 2.9802 1.2769 -0.176 -0.347 0.180 0.13
H -2.6129 3.4525 1.5126 0.111 -0.048 -0.276 0.22
H -1.3518 2.2987 1.2910 0.082 0.846 0.235 0.06

=====

Entry 2:
92
Properties=species:S:1:pos:R:3:forces:R:3:mulliken_charge:R:1 method="wB97M-V/def2-TZVPD" e_above_lowest_kcal_mol=12.8 multiplicity=1 max_force_ev_per_a=2.05 charge=0
C -2.2976 -4.2937 -3.8396 0.194 -0.300 0.342 -1.54
C -1.6608 -3.6157 -2.6471 0.459 -0.003 -0.421 1.26
C -0.4102 -4.3205 -2.1217 0.011 -0.575 -0.211 -0.50
O 0.6014 -3.3296 -2.1962 0.406 -0.179 0.662 -0.21
C 0.1250 -2.2004 -2.7423 0.298 0.587 -0.587 0.63
O 0.7828 -1.2134 -2.8962 -0.152 -0.198 0.241 -0.54
O -1.1450 -2.3433 -3.1317 -0.101 -0.307 0.551 -0.37
H -2.6697 -5.2918 -3.5954 -0.471 0.265 0.240 0.39
H -1.5295 -4.5156 -4.5834 0.039 0.467 -0.105 0.38
H -3.0544 -3.6232 -4.2386 -0.176 -0.323 -0.168 0.35
H -2.3009 -3.3995 -1.7941 -0.451 0.057 -0.401 -0.38
H -0.0828 -5.1769 -2.7198 -0.159 0.147 -0.144 0.30
H -0.5582 -4.6920 -1.1046 0.242 0.334 0.070 0.31
C 0.0549 -1.6046 0.6672 -0.018 0.321 -0.180 -1.27
C -0.2596 -0.1234 0.6405 0.137 -0.227 0.030 1.03
C -0.9965 0.3750 -0.5891 0.696 -0.514 -0.655 0.77
O -2.0355 1.2098 -0.0795 0.146 -0.004 -0.163 -0.29
C -2.1079 1.0735 1.2514 -0.389 -0.016 -0.155 0.51
O -2.9148 1.6651 1.9124 0.319 -0.330 0.190 -0.63
O -1.2171 0.1659 1.6890 -0.012 0.415 0.374 -0.42
H -0.8129 -2.1545 0.2951 0.004 -0.179 0.293 0.02
H 0.3187 -1.8696 1.6894 -0.114 -0.237 0.005 0.53
H 0.9081 -1.8441 0.0299 -0.022 0.165 -0.034 0.10
H 0.6552 0.4417 0.8168 -0.088 0.159 0.289 -0.06
H -1.4014 -0.4786 -1.1372 -0.377 0.292 -0.083 -0.56
H -0.3437 0.9392 -1.2544 -0.211 0.150 -0.038 0.12
C 6.1593 -1.1065 4.8805 -0.105 0.618 -0.535 -1.43
C 5.6159 -1.2601 3.4662 1.181 -1.681 0.005 0.44
C 4.5572 -2.3439 3.2870 -0.488 -0.090 -0.001 -0.31
O 3.3978 -1.5957 2.8949 -0.082 0.032 0.188 -0.32
C 3.7259 -0.2912 2.6743 0.409 -1.265 -0.351 0.62
O 2.9940 0.4934 2.1779 -0.346 0.573 0.113 -0.43
O 5.0196 -0.0792 2.9909 -0.596 0.703 0.077 -0.35
H 6.6633 -1.9886 5.2695 -0.120 -0.206 -0.257 0.39
H 5.3389 -0.8397 5.5473 0.081 0.068 0.106 0.36
H 6.8958 -0.3032 4.8417 -0.076 0.074 0.308 0.35
H 6.3947 -1.5370 2.7501 0.369 0.439 0.288 0.26
H 4.3745 -2.9551 4.1717 -0.289 0.443 0.246 0.27
H 4.8053 -3.0718 2.5130 -0.011 0.280 -0.276 0.12
C -3.5146 -2.3060 2.8072 -0.555 0.477 1.252 -1.35
C -4.4284 -2.1515 1.6120 0.037 0.941 0.496 0.44
C -5.1029 -0.7582 1.3961 -0.151 -0.951 0.782 -0.57
O -4.9152 -0.5467 0.0078 -0.363 0.987 0.005 -0.39
C -4.0480 -1.4060 -0.5044 0.231 0.123 -0.834 0.72
O -3.7036 -1.4025 -1.6511 0.048 -0.184 0.416 -0.52
O -3.6101 -2.2564 0.4336 -0.180 -0.691 -0.056 -0.30
H -4.0946 -2.5116 3.7154 -0.200 -0.315 -0.255 0.43
H -3.0148 -1.3827 3.1103 0.298 0.023 -0.665 0.27
H -2.7925 -3.1114 2.7056 -0.013 -0.006 -0.254 0.29
H -5.2438 -2.8785 1.6407 0.435 -0.454 -0.448 0.38
H -4.6794 0.0110 2.0436 0.259 0.210 -0.502 0.25
H -6.1800 -0.7885 1.5606 0.071 -0.096 0.111 0.36
C -1.2925 4.2538 -0.5915 0.557 1.051 0.374 -0.94
S 0.0756 4.5668 -1.7449 -0.865 -1.184 -0.413 0.51
O 0.3283 3.2260 -2.3879 0.062 0.811 0.271 -0.56
C -0.9286 5.5235 -2.8968 0.168 0.080 -0.897 -1.12
H -0.8437 4.0606 0.3819 -0.142 -0.346 0.001 0.40
H -1.9239 3.4443 -0.9398 0.116 -0.065 -0.150 0.15
H -1.8381 5.1952 -0.5006 -0.167 -0.105 0.048 0.54
H -1.0852 6.5387 -2.5347 -0.085 -0.086 0.215 0.40
H -1.8645 5.0245 -3.1509 -0.057 -0.078 0.417 0.31
H -0.3937 5.5956 -3.8466 0.291 -0.017 0.196 0.35
C -7.4219 5.7513 0.0458 -0.313 -0.250 -0.610 -0.92
S -5.6720 5.6002 0.5037 0.056 0.483 -0.125 0.52
O -5.5291 5.7822 1.9770 -0.232 -0.254 -0.384 -0.63
C -5.4574 3.8419 0.1130 -0.094 0.425 0.681 -0.68
H -8.0926 5.3022 0.7774 0.196 -0.120 0.109 0.30
H -7.5474 5.2665 -0.9274 0.074 -0.262 0.163 0.30
H -7.7466 6.7717 -0.1572 0.460 0.210 0.488 0.34
H -4.4092 3.6326 0.3201 0.016 -0.084 -0.126 -0.01
H -5.7115 3.6722 -0.9298 0.014 -0.106 0.000 0.44
H -6.0584 3.2649 0.8160 -0.122 -0.100 -0.179 0.32
C 4.4829 -4.3650 -0.9473 0.709 0.224 -0.243 -0.52
S 5.5335 -3.3221 -2.0129 -0.420 -0.434 -0.324 0.46
O 5.3586 -3.9339 -3.3724 0.111 0.490 0.549 -0.64
C 4.5330 -1.8230 -1.9121 -0.507 -0.189 0.246 -0.21
H 5.0522 -5.2864 -0.8335 -0.087 -0.024 0.167 0.38
H 3.5752 -4.5763 -1.5036 -0.206 0.178 0.055 0.15
H 4.3227 -3.8741 0.0119 -0.152 -0.090 0.011 0.04
H 4.8823 -1.1218 -2.6656 -0.001 0.004 -0.010 0.41
H 4.5860 -1.3649 -0.9215 0.479 -0.075 -0.021 0.00
H 3.4769 -2.0646 -2.0384 0.000 -0.067 -0.472 -0.04
C 2.8101 2.2906 -0.8553 0.492 -0.154 0.316 -1.06
S 4.5022 1.5945 -0.7098 0.268 0.278 0.410 0.79
O 5.3149 1.9844 -1.8974 -0.366 -0.059 -0.160 -0.73
C 5.2295 2.6125 0.6317 -0.927 -0.509 0.177 -1.11
H 2.3144 1.7120 -1.6314 0.063 0.038 -0.097 0.31
H 2.7765 3.3472 -1.1119 0.320 0.007 -0.096 0.50
H 2.2878 2.1306 0.0898 0.144 -0.087 0.072 0.31
H 6.2960 2.4073 0.6464 0.061 0.224 -0.469 0.35
H 4.8629 2.2808 1.6049 -0.331 0.097 -0.127 0.27
H 4.9530 3.6455 0.4387 0.360 0.125 0.037 0.37

=====

Entry 3:
80
Properties=species:S:1:pos:R:3:forces:R:3:mulliken_spin:R:1 method="wB97M-V/def2-TZVPD" e_above_lowest_kcal_mol=43.1 multiplicity=2 s2=0.76 max_force_ev_per_a=0.72 charge=0
Re 2.0750 -0.5615 -0.5693 0.570 0.423 0.140 0.86
I 4.2882 0.9877 -0.1411 0.048 -0.256 -0.257 -0.01
C 6.1355 -0.0838 -0.4214 -0.094 -0.133 0.047 -0.01
I 6.3511 -0.8703 -2.3751 0.016 0.069 0.086 0.00
H 6.1039 -0.9105 0.2795 -0.014 -0.016 -0.035 0.00
H 6.9667 0.5766 -0.2024 -0.063 0.069 -0.052 0.00
S 2.6221 -1.6972 1.5334 -0.032 -0.037 0.191 0.01
C 3.1747 -2.9094 0.4218 -0.068 0.183 -0.194 0.00
C 3.7110 -4.1801 0.6087 0.023 0.016 0.054 0.01
C 4.0565 -4.9182 -0.5059 -0.002 0.025 -0.069 -0.01
C 3.8719 -4.3857 -1.7831 -0.017 -0.012 0.009 0.00
C 3.3344 -3.1224 -1.9061 0.013 0.007 0.072 -0.01
N 2.9901 -2.4073 -0.8269 -0.006 -0.158 0.151 -0.02
H 3.8439 -4.5606 1.6114 -0.006 -0.015 0.004 0.00
H 4.4704 -5.9109 -0.3905 0.019 -0.023 0.009 0.00
H 4.1403 -4.9433 -2.6683 0.008 -0.009 -0.007 0.00
H 3.1615 -2.6426 -2.8611 0.005 -0.033 -0.018 0.00
O 0.1927 4.0442 -4.5182 0.059 -0.159 0.064 0.00
C 0.5338 3.1845 -3.7601 -0.089 0.212 -0.085 0.00
C 0.2030 3.1134 -2.2557 -0.070 0.299 -0.086 0.01
O -0.4799 3.9099 -1.6406 0.052 -0.143 -0.037 0.02
C 0.8568 1.9236 -1.8252 0.297 -0.547 -0.176 0.04
C 1.5108 1.1937 -2.8129 -0.117 0.002 0.326 -0.03
O 2.0705 0.0711 -2.6220 -0.229 0.183 -0.047 -0.02
C 1.3674 1.9309 -4.1090 0.057 -0.008 -0.122 0.02
O 1.7686 1.6129 -5.1928 -0.055 0.048 0.129 0.00
O 0.9017 1.4143 -0.5420 -0.275 -0.010 0.302 0.05
C 1.5723 1.6624 6.0173 0.015 -0.011 0.079 0.00
C 0.9995 1.4260 4.6519 -0.035 -0.002 -0.051 0.00
C 0.4009 0.2199 4.3240 -0.014 0.059 -0.025 0.00
C -0.1086 -0.0288 3.0551 0.029 0.026 -0.018 -0.01
C -0.7586 -1.3564 2.8022 -0.071 -0.093 -0.065 0.00
C 0.0091 0.9755 2.0870 0.054 -0.044 -0.068 0.00
As -0.4832 0.5501 0.2667 0.047 -0.416 -0.066 -0.03
N 0.0359 -1.0591 -0.2879 -0.243 0.483 -0.112 0.08
C -0.8173 -2.1371 -0.5610 -0.016 0.093 0.006 0.00
C -2.1926 -2.1346 -0.3029 -0.053 0.018 0.068 0.01
C -2.9824 -3.2254 -0.6307 -0.009 -0.032 -0.016 -0.01
C -2.4288 -4.3554 -1.2113 -0.033 0.006 -0.003 0.01
C -1.0631 -4.3727 -1.4560 0.014 -0.021 0.003 0.00
C -0.2690 -3.2855 -1.1386 0.123 0.016 -0.030 0.02
C -2.1621 1.1978 -0.4391 0.075 -0.031 0.026 0.01
C -3.0796 1.8644 0.3944 -0.023 -0.003 0.041 -0.01
C -2.8590 2.1501 1.8566 -0.022 0.011 0.057 0.00
C -4.2877 2.2765 -0.1513 0.084 0.019 0.032 0.00
C -4.6125 2.0584 -1.4812 0.069 -0.017 -0.027 0.00
C -5.8995 2.5604 -2.0608 -0.081 -0.003 -0.031 0.00
C -3.7024 1.3751 -2.2710 0.002 0.030 0.048 0.00
C -2.4809 0.9309 -1.7845 0.056 0.028 0.005 0.00
C -1.6165 0.2042 -2.7831 -0.013 -0.092 -0.048 0.00
C 0.5587 2.2295 2.3990 0.022 0.002 -0.087 0.00
C 0.6396 3.3969 1.4514 -0.040 0.043 -0.070 0.00
C 1.0466 2.4200 3.6836 -0.016 -0.044 0.014 0.00
H 1.2365 0.9039 6.7225 0.004 -0.006 0.010 0.00
H 1.2848 2.6408 6.4024 0.002 0.015 -0.007 0.00
H 2.6628 1.6296 5.9850 0.011 -0.001 -0.007 0.00
H 0.3200 -0.5562 5.0752 -0.007 -0.025 0.009 0.00
H -1.0348 -1.8173 3.7498 0.020 -0.023 -0.013 0.00
H -0.0774 -2.0257 2.2748 0.008 -0.010 -0.027 0.00
H -1.6717 -1.2744 2.2100 -0.023 0.032 -0.051 0.00
H -2.6809 -1.2803 0.1512 0.088 0.023 0.003 0.00
H -4.0440 -3.1815 -0.4212 -0.005 -0.022 -0.006 0.00
H -3.0476 -5.2049 -1.4648 -0.004 -0.013 0.003 0.00
H -0.5998 -5.2432 -1.9028 -0.012 -0.015 -0.009 0.00
H 0.7917 -3.3145 -1.3453 -0.023 0.038 0.022 0.00
H -1.9586 2.7318 2.0346 0.011 0.037 -0.001 0.00
H -2.7828 1.2379 2.4529 0.023 0.008 -0.037 0.00
H -3.7011 2.7248 2.2373 -0.007 -0.024 0.025 0.00
H -4.9931 2.7930 0.4877 -0.012 0.021 0.011 0.00
H -6.5435 2.9863 -1.2939 -0.011 -0.002 0.014 0.00
H -6.4417 1.7575 -2.5611 -0.008 -0.008 -0.004 0.00
H -5.7027 3.3332 -2.8049 0.007 0.013 -0.008 0.00
H -3.9427 1.1757 -3.3090 0.002 0.008 -0.032 0.00
H -2.1950 -0.6055 -3.2299 0.006 -0.017 0.008 0.00
H -0.7099 -0.2325 -2.3786 -0.001 0.011 0.025 0.00
H -1.3416 0.8896 -3.5871 -0.025 -0.035 -0.022 0.00
H -0.1532 3.4260 0.7027 0.004 -0.023 0.014 0.00
H 1.5839 3.3918 0.9042 -0.007 -0.002 0.015 0.00
H 0.5903 4.3263 2.0187 0.006 -0.006 0.001 0.00
H 1.4702 3.3858 3.9345 0.006 0.022 0.004 0.00

=====

Entry 4:
15
Properties=species:S:1:pos:R:3:forces:R:3:mulliken_spin:R:1 method="wB97M-V/def2-TZVPD" e_above_lowest_kcal_mol=0.0 multiplicity=3 s2=2.01 max_force_ev_per_a=3.18 charge=0
C -0.0620 0.1784 -1.4903 0.815 -0.210 -0.071 -0.01
C -1.2693 0.3331 -0.9811 -0.318 0.168 0.689 0.14
C 1.2319 0.1355 -0.6974 -0.589 -0.235 -0.148 0.01
C 1.1570 0.6696 0.6933 3.092 -0.049 -0.727 0.86
N -2.0996 -0.7032 1.4580 -0.397 -0.429 -0.212 0.18
O -2.1957 1.8618 1.1770 -1.291 1.553 0.061 0.22
P -1.4245 0.6803 0.7912 -0.500 -0.727 0.337 0.58
H 0.0715 0.0149 -2.5517 -0.109 -0.008 -0.210 0.01
H -2.1722 0.3360 -1.5713 -0.161 0.017 -0.242 0.02
H 1.5420 -0.9168 -0.6882 0.115 0.113 -0.057 0.00
H 1.9798 0.6884 -1.2757 0.066 -0.027 0.015 0.04
H 1.4882 0.0387 1.5012 -0.271 -0.116 0.259 0.01
H 1.3674 1.7209 0.8152 -0.440 0.212 0.174 -0.01
H -1.5628 -1.5541 1.3905 -0.030 -0.111 0.072 -0.01
H -2.4670 -0.5272 2.3829 0.015 -0.149 0.060 -0.02